A molecular structure, C27H37CoN3O3P2S in a non-equilibrium geometry, computed with ωB97M-V with the def2-TZVPD basis set.

Positions of all 74 atoms, in Å:
Co (0.330, -0.707, 0.407)
O (0.748, 0.194, -3.436)
C (0.216, -0.478, -2.560)
O (-0.105, -0.029, -1.394)
C (-0.180, -1.910, -2.849)
C (-0.806, -2.160, -4.066)
C (-1.256, -3.426, -4.398)
C (-1.055, -4.473, -3.509)
C (-0.413, -4.243, -2.304)
C (0.022, -2.963, -1.944)
S (0.834, -2.802, -0.387)
H (-0.934, -1.332, -4.753)
H (-1.757, -3.595, -5.343)
H (-1.395, -5.471, -3.758)
H (-0.239, -5.057, -1.611)
C (3.204, -0.969, 4.312)
P (2.816, -1.646, 2.673)
C (4.092, -1.037, 1.543)
C (3.070, -3.434, 2.749)
O (1.431, -1.287, 2.255)
H (4.193, -1.277, 4.649)
H (2.449, -1.321, 5.016)
H (3.154, 0.119, 4.261)
H (5.081, -1.378, 1.850)
H (4.068, 0.053, 1.509)
H (3.858, -1.424, 0.549)
H (4.080, -3.684, 3.073)
H (2.888, -3.825, 1.746)
H (2.339, -3.874, 3.427)
C (1.559, 3.091, 2.277)
C (1.205, 1.780, 2.025)
N (1.246, 1.245, 0.799)
C (1.609, 2.017, -0.221)
C (1.946, 3.361, -0.076)
C (1.947, 3.891, 1.210)
C (2.378, 4.188, -1.215)
C (1.822, 4.318, -2.423)
C (0.525, 3.819, -2.908)
C (0.270, 3.812, -4.277)
C (-0.976, 3.373, -4.689)
N (-1.909, 2.985, -3.828)
C (-1.567, 3.029, -2.546)
N (-0.414, 3.436, -2.040)
H (1.536, 3.476, 3.287)
H (0.888, 1.123, 2.823)
H (1.627, 1.548, -1.197)
H (2.219, 4.929, 1.359)
H (3.292, 4.743, -1.029)
H (2.366, 4.902, -3.158)
H (1.019, 4.129, -4.991)
H (-1.245, 3.336, -5.738)
H (-2.317, 2.693, -1.840)
C (-4.240, -2.359, 0.399)
C (-2.729, -2.253, 0.214)
P (-1.901, -0.846, 1.057)
C (-2.493, -1.028, 2.801)
C (-1.630, -0.235, 3.787)
C (-2.872, 0.589, 0.414)
C (-2.195, 1.939, 0.657)
H (-4.615, -3.223, -0.150)
H (-4.756, -1.477, 0.019)
H (-4.511, -2.488, 1.448)
H (-2.478, -2.154, -0.846)
H (-2.231, -3.161, 0.563)
H (-2.438, -2.092, 3.043)
H (-3.538, -0.722, 2.867)
H (-0.583, -0.519, 3.666)
H (-1.926, -0.435, 4.818)
H (-1.719, 0.838, 3.613)
H (-3.875, 0.574, 0.846)
H (-2.958, 0.416, -0.662)
H (-2.083, 2.149, 1.722)
H (-2.782, 2.747, 0.218)
H (-1.207, 1.949, 0.195)

Calculated values
multiplicity = 4
lowest unoccupied orbital energy (spin up / spin down) = -0.012 / -0.012 eV
highest occupied orbital energy (spin up / spin down) = -6.76 / -6.99 eV
Kohn-Sham gap (spin up / spin down) = 6.8 / 7.0 eV
total charge = 0

---

A molecular structure, C17H22Cl2FeN4SSb in a non-equilibrium geometry, computed with ωB97M-V with the def2-TZVPD basis set.

Positions of all 48 atoms, in Å:
Fe (-0.947, -1.089, 1.283)
S (1.293, -0.957, 2.097)
C (1.863, -0.393, 0.578)
N (3.166, -0.324, 0.375)
N (3.736, 0.163, -0.749)
C (5.049, 0.476, -0.815)
C (5.609, 1.039, -2.029)
C (6.946, 1.137, -2.152)
C (7.796, 0.617, -1.160)
C (7.293, 0.178, 0.047)
C (5.942, 0.113, 0.236)
N (1.007, 0.189, -0.368)
N (-0.205, 0.211, -0.161)
C (-0.984, 0.574, -1.232)
C (-0.590, 0.537, -2.542)
C (-1.499, 0.981, -3.536)
C (-2.730, 1.396, -3.143)
C (-3.107, 1.581, -1.840)
C (-2.244, 1.118, -0.858)
H (3.082, 0.449, -1.566)
H (5.058, 1.257, -2.909)
H (7.370, 1.488, -3.109)
H (8.867, 0.481, -1.347)
H (8.045, -0.228, 0.711)
H (5.490, -0.309, 1.076)
H (0.376, 0.117, -2.842)
H (-1.125, 0.883, -4.531)
H (-3.431, 1.594, -3.936)
H (-4.146, 1.978, -1.565)
H (-2.559, 1.100, 0.141)
Cl (-2.493, -1.998, -0.870)
C (-2.037, -3.673, -0.305)
Cl (-0.981, -3.725, 1.188)
H (-1.490, -4.127, -1.110)
H (-2.973, -4.169, 0.016)
C (-3.493, 1.877, 2.894)
Sb (-3.314, -0.132, 2.409)
C (-5.049, -0.652, 1.277)
C (-3.900, -0.946, 4.248)
H (-4.511, 2.214, 2.967)
H (-2.991, 2.462, 2.172)
H (-3.002, 1.995, 3.849)
H (-5.674, -1.279, 1.896)
H (-4.877, -1.151, 0.324)
H (-5.562, 0.251, 1.101)
H (-4.985, -0.964, 4.286)
H (-3.534, -0.362, 5.104)
H (-3.554, -1.979, 4.400)

Calculated values
multiplicity = 6
lowest unoccupied orbital energy (spin up / spin down) = -7.271 / -8.424 eV
highest occupied orbital energy (spin up / spin down) = -13.73 / -14.43 eV
Kohn-Sham gap (spin up / spin down) = 6.5 / 6.0 eV
total charge = +2
ΔE to the lowest compared entry with this formula, charge and spin = 0.00 kJ/mol

---

A single C4H11NO2 molecule, computed with ωB97M-V with the def2-TZVPD basis set.

Positions of all 18 atoms, in Å:
C (1.292, 2.047, -0.148)
C (0.863, 0.854, 0.676)
O (-0.257, 1.178, 1.504)
C (0.589, -0.373, -0.209)
N (-0.261, -1.347, 0.442)
C (-1.127, -2.079, -0.445)
O (-2.104, -1.299, -1.112)
H (2.364, 2.089, -0.373)
H (1.114, 2.987, 0.366)
H (0.717, 2.076, -1.070)
H (1.606, 0.546, 1.397)
H (-1.017, 1.377, 0.935)
H (1.580, -0.807, -0.390)
H (0.253, -0.026, -1.186)
H (-0.780, -0.925, 1.200)
H (-0.517, -2.483, -1.248)
H (-1.600, -2.884, 0.117)
H (-2.715, -0.931, -0.454)

Calculated values
multiplicity = 1
lowest unoccupied orbital energy = 0.715 eV
highest occupied orbital energy = -9.12 eV
Kohn-Sham gap = 9.8 eV
total charge = 0
SMILES string = C[C@@H](O)CNCO
ΔE to the lowest compared entry with this formula, charge and spin = 130.39 kJ/mol

---

A gas-phase ion, C37H35N2O4 (charge -1) in a non-equilibrium geometry, computed with ωB97M-V with the def2-TZVPD basis set.

Positions of all 78 atoms, in Å:
C (-3.828, -3.983, -4.180)
N (-2.513, -3.419, -4.098)
C (-1.690, -3.635, -5.259)
C (-2.053, -2.754, -3.007)
C (-2.910, -2.451, -1.933)
C (-2.379, -1.874, -0.783)
C (-0.980, -1.554, -0.691)
C (-0.120, -1.056, 0.547)
C (-0.679, -1.959, 1.670)
C (-0.810, -3.518, 1.568)
O (-0.950, -4.198, 0.553)
C (-0.441, -4.048, 2.888)
C (-0.210, -5.376, 3.200)
C (0.220, -5.678, 4.495)
C (0.498, -4.620, 5.409)
C (0.366, -3.270, 5.047)
C (-0.128, -3.014, 3.775)
C (-0.269, -1.709, 3.106)
O (0.032, -0.615, 3.569)
C (-0.200, 0.408, 0.465)
N (0.394, 1.199, 1.566)
C (0.691, 2.427, 1.843)
C (1.780, 2.582, 2.855)
C (1.956, 3.695, 3.695)
C (2.979, 3.738, 4.649)
C (3.839, 2.630, 4.767)
C (3.599, 1.458, 4.015)
C (2.538, 1.429, 3.109)
C (0.142, 3.728, 1.307)
C (0.955, 4.867, 1.181)
C (0.475, 6.086, 0.680)
C (-0.889, 6.179, 0.306)
C (-1.689, 5.011, 0.329)
C (-1.160, 3.806, 0.818)
C (0.628, 1.045, -0.753)
O (1.829, 1.163, -0.718)
O (-0.141, 1.322, -1.836)
C (0.613, 1.619, -3.103)
C (1.652, 0.575, -3.481)
C (1.299, 2.957, -2.965)
C (-0.448, 1.678, -4.188)
C (-0.259, -1.611, -1.869)
C (-0.759, -2.214, -3.020)
H (-4.067, -4.533, -3.256)
H (-4.577, -3.188, -4.370)
H (-3.849, -4.698, -5.025)
H (-0.733, -4.067, -4.925)
H (-2.169, -4.352, -5.953)
H (-1.515, -2.711, -5.849)
H (-3.943, -2.790, -1.984)
H (-3.009, -1.827, 0.138)
H (1.064, -1.125, 0.456)
H (-0.395, -6.143, 2.453)
H (0.344, -6.728, 4.813)
H (0.835, -4.863, 6.420)
H (0.604, -2.433, 5.712)
H (-1.312, 0.623, 0.444)
H (1.261, 4.527, 3.646)
H (3.135, 4.628, 5.279)
H (4.701, 2.656, 5.440)
H (4.233, 0.568, 4.138)
H (2.220, 0.489, 2.649)
H (1.996, 4.779, 1.494)
H (1.177, 6.937, 0.604)
H (-1.317, 7.128, -0.041)
H (-2.719, 5.027, -0.060)
H (-1.730, 2.880, 0.835)
H (1.190, -0.405, -3.672)
H (2.165, 0.892, -4.407)
H (2.406, 0.532, -2.687)
H (0.559, 3.717, -2.687)
H (2.084, 2.878, -2.210)
H (1.770, 3.254, -3.913)
H (-1.196, 2.449, -3.957)
H (0.043, 1.933, -5.141)
H (-0.974, 0.719, -4.312)
H (0.825, -1.418, -1.738)
H (-0.086, -2.381, -3.864)

Calculated values
multiplicity = 1
lowest unoccupied orbital energy = 2.528 eV
highest occupied orbital energy = -3.44 eV
Kohn-Sham gap = 6.0 eV
total charge = -1
SMILES string = CN(C)c1ccc([C@H](C2=C([O-])c3ccccc3C2=O)[C@@H](N=C(c2ccccc2)c2ccccc2)C(=O)OC(C)(C)C)cc1